{"formula": "C26H63F2N3O11P2", "method": "ωB97M-V/def2-TZVPD", "symbols": ["C", "C", "C", "F", "C", "C", "C", "O", "O", "N", "P", "O", "O", "C", "N", "O", "C", "C", "C", "F", "N", "P", "C", "C", "C", "C", "H", "H", "H", "H", "H", "H", "H", "H", "H", "H", "H", "H", "H", "H", "H", "H", "H", "H", "H", "H", "H", "H", "H", "H", "H", "H", "H", "C", "C", "O", "H", "H", "H", "H", "H", "H", "C", "C", "O", "H", "H", "H", "H", "H", "H", "C", "C", "O", "H", "H", "H", "H", "H", "H", "C", "C", "O", "H", "H", "H", "H", "H", "H", "C", "C", "O", "H", "H", "H", "H", "H", "H", "C", "C", "O", "H", "H", "H", "H", "H", "H"], "xyz": [[-1.1197, 0.9617, -1.1852], [0.0500, 1.9472, -1.2418], [1.4565, 1.4013, -1.0795], [2.0539, 1.2280, -2.3494], [1.7077, 0.1143, -0.3261], [1.5560, 0.0807, 1.2213], [0.3755, 0.8874, 1.7946], [0.5805, 2.0871, 1.9115], [-0.6292, 0.2007, 2.0522], [1.4071, -1.3520, 1.4756], [2.7373, -2.4179, 1.8798], [3.9259, -1.3718, 2.2546], [2.3676, -2.8181, 3.3939], [0.7047, -1.7789, 0.3626], [-0.2786, -2.6154, 0.5178], [-0.5199, -3.0520, 1.7986], [-1.2116, -3.0465, -0.5140], [-0.8700, -4.3667, -1.2356], [0.2309, -5.1931, -0.6083], [-0.2648, -5.8723, 0.5039], [1.0215, -1.1229, -0.7862], [1.4790, -2.0094, -2.1978], [3.3190, -1.9942, -2.3014], [3.8112, -3.4225, -2.5349], [0.8026, -1.0832, -3.6242], [1.7326, -1.0973, -4.8445], [-1.0847, 0.2522, -2.0167], [-1.1596, 0.3869, -0.2624], [-2.0594, 1.5088, -1.2533], [0.0249, 2.4088, -2.2306], [-0.1303, 2.7590, -0.5438], [2.0548, 2.1462, -0.5519], [2.7852, -0.0476, -0.4825], [2.4651, 0.5338, 1.6098], [4.3030, -0.9556, 1.4701], [2.9552, -2.3988, 4.0391], [-0.8771, -2.2599, 2.2500], [-1.2627, -2.2156, -1.2190], [-2.1769, -3.1086, -0.0177], [-1.7655, -4.9866, -1.2294], [-0.5840, -4.1466, -2.2605], [0.5732, -5.9384, -1.3279], [1.0861, -4.6008, -0.2838], [3.7790, -1.5740, -1.4072], [3.6152, -1.3614, -3.1372], [4.8975, -3.4433, -2.6216], [3.5439, -4.0539, -1.6865], [3.3735, -3.8412, -3.4386], [0.5366, -0.0519, -3.3975], [-0.1217, -1.5944, -3.8984], [2.0109, -2.1139, -5.1219], [1.1893, -0.6714, -5.6887], [2.6102, -0.4792, -4.6779], [1.7321, 5.6445, 0.7742], [2.4058, 5.3673, -0.5573], [1.6100, 4.5155, -1.3769], [1.5279, 4.7095, 1.2991], [2.3580, 6.2765, 1.4066], [0.7764, 6.1517, 0.6219], [3.3509, 4.8459, -0.4067], [2.6161, 6.3039, -1.0873], [0.7642, 4.9502, -1.5331], [-1.3458, -2.3356, 5.1776], [-2.5971, -1.9206, 4.4188], [-2.5688, -0.5503, 4.0613], [-1.2361, -1.7281, 6.0765], [-1.3835, -3.3878, 5.4662], [-0.4527, -2.1790, 4.5645], [-3.4829, -2.0619, 5.0392], [-2.7188, -2.5369, 3.5152], [-1.7879, -0.4180, 3.5033], [1.5029, 0.0146, 6.0867], [1.3258, -1.1034, 7.0966], [2.3771, -1.1303, 8.0606], [2.4599, -0.0883, 5.5714], [0.7014, 0.0023, 5.3463], [1.5018, 0.9880, 6.5813], [1.3441, -2.0752, 6.6039], [0.3628, -1.0038, 7.6085], [2.3738, -0.2871, 8.5231], [-0.0867, 5.7615, -5.5085], [0.4137, 4.7849, -4.4591], [-0.6486, 4.2715, -3.6637], [-0.6184, 6.5874, -5.0351], [0.7389, 6.1669, -6.0958], [-0.7842, 5.2705, -6.1929], [1.0969, 5.2767, -3.7705], [0.9533, 3.9580, -4.9329], [-1.2593, 3.8074, -4.2477], [-6.8317, -0.6215, 5.6198], [-6.9150, -2.1062, 5.3199], [-8.2293, -2.6232, 5.5189], [-7.1360, -0.4265, 6.6486], [-5.8169, -0.2476, 5.4753], [-7.4998, -0.0578, 4.9644], [-6.2604, -2.6659, 5.9863], [-6.5996, -2.3036, 4.2896], [-8.8225, -2.1501, 4.9281], [0.0898, 1.9667, -7.3568], [-1.0727, 1.2546, -6.6919], [-1.7768, 2.0999, -5.7824], [0.7879, 2.3377, -6.6059], [0.6250, 1.2966, -8.0308], [-0.2615, 2.8241, -7.9358], [-0.7176, 0.4109, -6.1012], [-1.7682, 0.8737, -7.4461], [-2.1248, 2.8432, -6.2865]], "forces_ev_per_angstrom": [[0.048, -0.226, -0.045], [-0.544, -0.232, -0.544], [-0.402, 0.348, 0.660], [0.078, -0.089, 0.008], [0.989, -0.181, 0.086], [0.419, 0.843, -0.667], [0.237, -0.407, -0.032], [0.146, 0.820, -0.046], [-1.087, -0.743, 0.344], [0.437, 0.183, -0.347], [-0.480, -0.810, 0.030], [-0.042, 0.402, -0.119], [0.325, -0.018, 0.200], [-0.133, 0.258, 0.519], [0.151, -0.262, -0.310], [-0.274, -0.240, -0.067], [-0.072, 0.108, -0.076], [0.015, 0.064, 0.382], [-0.125, -0.163, -0.111], [0.065, 0.090, -0.021], [0.072, 0.776, 0.141], [-0.584, -1.376, -0.103], [0.003, 0.391, -0.299], [0.077, 0.108, 0.325], [0.143, 0.451, -0.371], [-0.468, 0.083, 0.058], [-0.086, 0.054, -0.004], [-0.001, 0.080, 0.126], [0.002, 0.047, -0.059], [0.142, 0.160, 0.051], [0.222, -0.130, 0.244], [0.009, 0.102, -0.161], [-0.067, -0.058, -0.190], [0.027, -0.371, 0.396], [0.186, -0.025, 0.079], [-0.164, 0.051, 0.111], [0.227, 0.136, 0.016], [-0.014, -0.024, -0.051], [0.034, -0.013, 0.099], [-0.027, -0.050, -0.205], [-0.032, -0.046, -0.048], [0.032, -0.048, 0.057], [0.024, 0.038, 0.009], [-0.089, 0.009, 0.070], [0.136, 0.102, 0.138], [0.026, 0.006, -0.115], [-0.078, -0.097, -0.071], [0.010, -0.103, -0.034], [0.122, -0.067, 0.149], [-0.081, -0.074, 0.116], [0.218, -0.006, -0.010], [0.089, -0.025, -0.067], [0.097, -0.066, -0.044], [0.002, -0.113, 0.023], [-0.264, 0.074, 0.075], [0.221, 0.112, -0.054], [0.017, -0.008, -0.003], [-0.007, 0.019, -0.009], [0.024, 0.057, -0.002], [0.018, -0.021, -0.047], [0.080, -0.008, 0.027], [-0.079, -0.125, 0.007], [-0.052, 0.003, -0.032], [0.126, 0.216, -0.054], [-0.015, -0.365, 0.175], [-0.058, -0.021, -0.019], [0.017, -0.004, -0.021], [0.018, -0.053, 0.003], [-0.031, -0.063, -0.028], [-0.083, -0.130, 0.106], [0.021, 0.600, -0.262], [0.051, -0.094, -0.024], [0.062, 0.205, 0.115], [0.014, -0.083, -0.078], [-0.001, -0.007, -0.027], [-0.003, 0.065, -0.003], [-0.071, 0.015, -0.020], [-0.007, -0.035, 0.038], [-0.028, -0.052, -0.063], [0.021, 0.008, 0.009], [-0.048, -0.010, 0.053], [-0.179, -0.050, -0.149], [0.025, 0.226, 0.041], [0.024, 0.019, 0.007], [0.000, -0.015, -0.012], [0.043, -0.012, -0.040], [0.062, -0.042, 0.002], [0.080, 0.032, 0.026], [0.068, -0.216, 0.053], [-0.042, -0.022, 0.066], [-0.129, 0.137, -0.160], [0.094, -0.039, 0.089], [0.029, -0.009, 0.016], [-0.001, 0.000, -0.031], [0.044, 0.011, -0.045], [-0.045, -0.070, 0.011], [0.116, -0.005, 0.032], [-0.025, 0.003, 0.008], [-0.008, 0.055, 0.104], [-0.014, 0.122, -0.087], [0.064, 0.139, 0.046], [0.026, -0.040, 0.007], [-0.012, -0.003, -0.018], [-0.003, -0.032, -0.048], [-0.071, 0.009, 0.037], [0.031, -0.083, 0.011], [-0.079, -0.054, -0.049]], "mulliken_charge": [-0.76, -0.64, -0.36, -0.41, -0.32, 0.47, -0.44, -0.76, -0.73, 1.08, -0.12, -0.61, -0.39, -1.34, 1.28, -0.48, -0.79, -0.80, -0.12, -0.34, 0.69, 0.33, -0.58, -1.32, 0.33, -1.46, 0.03, -0.19, 0.61, 0.48, 0.50, 0.34, 0.15, 0.82, 0.34, 0.28, 0.22, -0.01, 0.64, 0.42, 0.46, 0.39, -0.05, 0.25, 0.54, 0.41, 0.29, 0.30, -0.30, 0.50, 0.36, 0.27, 0.29, -0.94, -0.39, -0.31, 0.12, 0.40, 0.33, 0.30, 0.34, 0.20, -0.41, -0.17, -0.54, 0.21, 0.39, -0.10, 0.21, 0.18, 0.41, -0.61, -0.29, -0.57, 0.21, 0.04, 0.44, 0.21, 0.27, 0.31, -1.24, 0.31, -0.47, 0.32, 0.38, 0.25, 0.32, -0.11, 0.21, -0.93, -0.16, -0.54, 0.28, 0.26, 0.32, 0.24, 0.24, 0.30, -0.88, 0.02, -0.52, 0.10, 0.39, 0.40, -0.10, 0.31, 0.31], "orbital_gap_ev": 8.49, "e_tot_ev": -78987.38241}